# 1
A structure of composition C50H72MnN11O2Te in a non-equilibrium geometry. Source: the OMol25 dataset; level of theory: ωB97M-V/def2-TZVPD.

## Properties
- Expectation value of S²: 0.9095
- Calculated total energy: -112109.61093 eV
- Orbital gap (alpha / beta): 7.80 / 7.72 eV
- LUMO (alpha / beta): -1.5 / -1.5 eV
- E_HOMO (alpha / beta): -9.3 / -9.2 eV

ORCA input file:
```
! wB97M-V def2-TZVPD RIJCOSX def2/J DEFGRID3
* xyz 1 2
Mn -0.47 -1.09 0.47
C 3.19 -4.27 1.26
N 1.91 -4.77 0.75
C 1.86 -6.19 0.43
C 0.90 -3.91 0.42
N 0.56 -2.90 1.15
C 0.92 -2.91 2.57
C 0.54 -1.60 3.23
N -0.74 -1.06 2.78
C -0.84 0.36 3.19
C -1.59 1.17 2.14
N -0.68 1.78 -0.15
C 0.30 2.20 -0.96
N 0.69 1.49 -2.07
C 1.07 0.09 -2.09
C 1.20 2.21 -3.23
N 0.97 3.36 -0.77
C 0.39 4.69 -0.56
C 2.43 3.34 -0.90
C -1.92 -1.83 3.19
C -2.35 -2.82 2.13
N -2.40 -2.20 0.81
C -3.50 -2.33 0.13
N -4.73 -2.54 0.74
C -5.13 -1.74 1.88
C -5.57 -3.68 0.40
N -3.56 -2.28 -1.22
C -4.82 -2.05 -1.93
C -2.38 -2.28 -2.07
N 0.21 -4.11 -0.81
C -0.99 -4.93 -0.73
C 1.05 -4.41 -1.97
H 3.99 -4.69 0.65
H 3.24 -3.19 1.18
H 3.36 -4.56 2.30
H 2.36 -6.73 1.24
H 0.84 -6.55 0.39
H 2.38 -6.43 -0.50
H 0.44 -3.77 3.05
H 1.99 -3.00 2.75
H 0.57 -1.73 4.32
H 1.29 -0.89 2.95
H -1.33 0.45 4.16
H 0.16 0.73 3.31
H -1.98 0.47 1.41
H -2.46 1.64 2.58
H 2.01 -0.09 -1.58
H 0.30 -0.51 -1.65
H 1.16 -0.21 -3.13
H 0.94 3.27 -3.18
H 2.29 2.12 -3.33
H 0.74 1.80 -4.13
H -0.39 4.90 -1.29
H -0.01 4.84 0.43
H 1.20 5.41 -0.71
H 2.78 2.31 -1.02
H 2.77 3.94 -1.75
H 2.87 3.74 0.01
H -1.72 -2.37 4.13
H -2.74 -1.14 3.38
H -1.62 -3.63 2.08
H -3.30 -3.26 2.42
H -4.44 -0.91 2.01
H -6.13 -1.34 1.71
H -5.16 -2.33 2.81
H -5.08 -4.30 -0.35
H -5.73 -4.30 1.29
H -6.54 -3.37 0.02
H -5.25 -2.98 -2.31
H -5.54 -1.57 -1.27
H -4.63 -1.39 -2.77
H -1.50 -2.51 -1.51
H -2.50 -3.02 -2.87
H -2.26 -1.30 -2.54
H -0.77 -6.00 -0.74
H -1.55 -4.69 0.17
H -1.63 -4.73 -1.59
H 1.97 -3.83 -1.92
H 1.30 -5.47 -2.06
H 0.51 -4.12 -2.87
C 3.09 4.76 3.57
C 2.54 3.54 2.88
C 3.33 2.43 2.63
C 2.83 1.30 1.98
C 3.71 0.10 1.78
O 3.33 -1.04 1.99
C 5.13 0.30 1.29
C 5.52 1.42 0.56
C 6.82 1.51 0.06
C 7.73 0.49 0.29
C 7.34 -0.63 1.02
C 6.05 -0.72 1.51
C 1.48 1.24 1.56
O 1.02 0.20 0.94
C 0.66 2.38 1.81
C 1.21 3.49 2.45
C -0.79 2.26 1.32
N -1.35 0.61 -0.54
C -2.70 0.95 -0.96
C -2.80 1.84 -2.23
Te -3.43 1.03 -4.12
C -1.58 0.94 -5.14
C -1.17 2.03 -5.91
C 0.01 1.98 -6.64
C 0.79 0.83 -6.61
C 0.39 -0.27 -5.86
C -0.79 -0.22 -5.13
C -1.65 3.54 1.45
C -1.86 4.11 2.71
C -2.71 5.19 2.88
C -3.39 5.72 1.79
C -3.22 5.15 0.54
C -2.36 4.07 0.38
H 3.55 4.50 4.53
H 2.31 5.49 3.76
H 3.87 5.25 2.97
H 4.36 2.43 2.97
H 4.82 2.22 0.38
H 7.12 2.38 -0.51
H 8.74 0.55 -0.11
H 8.05 -1.43 1.21
H 5.73 -1.59 2.08
H 0.59 4.36 2.63
H -3.22 1.52 -0.17
H -3.26 0.02 -1.06
H -1.83 2.32 -2.43
H -3.53 2.64 -2.07
H -1.79 2.92 -5.95
H 0.31 2.83 -7.24
H 1.71 0.79 -7.19
H 0.99 -1.17 -5.85
H -1.11 -1.09 -4.56
H -1.36 3.68 3.57
H -2.85 5.60 3.87
H -4.07 6.56 1.93
H -3.75 5.55 -0.31
H -2.24 3.64 -0.61
*
```

These are the Mulliken partial charges, in e, on atoms 1 to 2:
1 Mn 1.216
2 C -1.185

=====

# 2
A cluster of 3 separate species, CH2N2OS in total in a non-equilibrium geometry. Source: the OMol25 dataset; level of theory: ωB97M-V/def2-TZVPD.

## Properties
- Calculated total energy: -16926.10166 eV
- Orbital gap (alpha / beta): 8.14 / 8.20 eV
- Energy relative to the best compared isomer or geometry (same formula, charge and spin): 4.214 eV
- LUMO (alpha / beta): -1.6 / -1.6 eV
- E_HOMO (alpha / beta): -9.7 / -9.8 eV

ORCA input file:
```
! wB97M-V def2-TZVPD RIJCOSX def2/J DEFGRID3
* xyz 0 1
C 1.92 -0.40 -0.52
N 0.07 0.83 0.64
N 1.58 -1.50 -0.38
O -1.60 1.86 -0.59
S -0.13 1.95 -0.50
H 1.29 -2.46 -0.53
H -1.10 1.42 1.45
*
```

These are the Mulliken partial charges, in e, on atoms 1 to 2:
1 C -0.093
2 N -0.508

=====

# 3
The ion C2H3N2O2 with charge +1 in a non-equilibrium geometry. Source: the OMol25 dataset; level of theory: ωB97M-V/def2-TZVPD.

## Properties
- Calculated total energy: -9182.99304 eV
- Orbital gap (alpha / beta): 7.69 / 7.70 eV
- SMILES: O=NCC=[N+]=O
- Energy relative to the best compared isomer or geometry (same formula, charge and spin): 7.331 eV
- LUMO (alpha / beta): -7.5 / -7.5 eV
- E_HOMO (alpha / beta): -15.2 / -15.2 eV

ORCA input file:
```
! wB97M-V def2-TZVPD RIJCOSX def2/J DEFGRID3
* xyz 1 1
O -2.29 0.09 0.46
N -1.21 0.30 0.13
C -0.23 -0.78 0.18
C 0.98 0.05 -0.12
N 0.68 1.22 -0.37
O 0.72 2.30 -0.76
H -0.21 -1.45 -0.65
H -0.43 -1.32 1.04
H 1.99 -0.42 0.09
*
```

These are the Mulliken partial charges, in e, on atoms 1 to 2:
1 O -0.220
2 N 0.197